170
Properties=species:S:1:pos:R:3:forces:R:3:lowdin_charge:R:1 method="wB97M-V/def2-TZVPD" orbital_gap_ha=0.1059 e_lumo_ev=-3.11 spin_multiplicity=1 max_force_ev_per_a=12.3 charge=-1
C -12.0663 -7.9758 3.4699 -0.51 0.58 -0.28 -0.048
C -11.3904 -8.5662 4.7149 -1.36 0.08 -0.22 -0.133
N -9.9331 -8.4882 4.6986 3.90 -0.28 0.73 0.016
C -9.0582 -8.7870 3.6443 0.20 0.48 1.30 0.011
C -7.7760 -8.6834 4.1406 -0.08 0.28 -1.12 -0.015
N -7.8149 -8.3256 5.4780 -0.72 -1.42 -2.31 -0.042
C -9.0926 -8.3085 5.7792 -2.64 0.43 0.31 -0.040
C -6.6956 -8.0711 6.3567 0.16 0.15 0.97 0.005
H -13.1037 -7.6694 3.6040 -0.15 -0.40 1.02 0.057
H -12.2451 -8.5811 2.5812 0.88 -0.38 -0.01 0.079
H -11.6705 -6.9934 3.2125 0.70 -0.05 -0.28 0.060
H -11.6181 -9.6150 4.9054 -0.37 0.06 -0.10 0.108
H -11.7426 -7.9798 5.5636 0.12 -0.21 0.24 0.098
H -9.3967 -9.0325 2.6485 -0.03 0.27 0.10 0.104
H -6.8522 -8.7003 3.5814 -0.02 -0.06 0.17 0.097
H -9.4235 -8.1728 6.7982 -0.31 0.09 -0.09 0.145
H -6.6791 -6.9928 6.5148 0.57 -0.21 0.17 0.077
H -5.7385 -8.4673 6.0175 -0.53 0.52 -0.71 0.060
H -6.8446 -8.5975 7.2995 -0.38 0.30 0.05 0.081
C -6.5967 -4.0154 1.0614 0.30 0.11 0.46 0.014
N -7.6680 -4.1016 2.0656 -0.41 -0.53 0.54 -0.072
C -7.3136 -4.2021 3.3645 -1.94 0.32 0.32 0.026
C -8.3251 -4.3769 4.3130 0.29 0.15 0.29 0.061
C -9.7034 -4.4240 4.0040 1.76 0.08 -1.56 -0.097
C -9.9881 -4.2045 2.6309 -0.41 -0.75 1.43 0.065
C -8.9746 -4.0979 1.7056 0.52 0.23 -0.05 0.014
C -10.7474 -4.6228 5.0266 -1.19 1.15 0.43 -0.101
C -10.4725 -5.2609 6.2434 -1.31 -0.53 0.03 0.043
C -11.4791 -5.3904 7.2269 0.22 1.42 -1.07 0.054
N -12.6285 -4.6662 7.0872 1.21 0.18 0.26 -0.036
C -12.8382 -3.9297 5.9647 -0.71 -0.34 0.53 0.013
C -12.0093 -3.9513 4.8683 1.47 -0.88 0.93 0.061
C -13.5645 -4.5956 8.2438 -0.61 -0.57 0.43 0.030
H -6.9900 -4.2320 0.0682 0.08 0.33 0.20 0.100
H -5.8303 -4.7488 1.3122 -0.24 -0.08 -0.09 0.066
H -6.1575 -3.0331 1.2357 0.05 0.10 -0.71 0.111
H -6.2960 -3.9945 3.6609 0.15 -0.47 -0.22 0.126
H -7.9894 -4.3843 5.3395 -0.02 -0.18 0.18 0.110
H -11.0411 -4.2442 2.3942 0.01 0.10 -0.82 0.125
H -9.1212 -3.9387 0.6474 -0.34 -0.32 0.02 0.145
H -9.5287 -5.7535 6.4253 -0.03 0.08 0.02 0.077
H -11.2971 -5.8904 8.1667 -0.27 -0.19 0.00 0.115
H -13.7180 -3.3063 6.0264 -0.17 -0.18 -0.35 0.149
H -12.2725 -3.3867 3.9860 -0.05 -0.06 0.05 0.120
H -13.1851 -4.1119 9.1439 0.85 0.12 -0.41 0.105
H -13.8127 -5.6145 8.5410 0.01 -0.13 -0.25 0.083
H -14.5085 -4.0892 8.0425 0.25 -0.12 -0.77 0.101
C -1.3932 -12.0642 4.3943 -2.09 0.25 0.17 0.063
N -2.8888 -11.9534 4.0486 -0.95 -0.45 0.01 -0.069
C -3.8385 -12.7846 4.5928 -0.45 1.07 -1.65 -0.024
C -5.1751 -12.7665 4.0913 1.73 -0.05 1.15 0.046
C -5.5521 -11.9063 3.0533 0.52 0.42 -0.16 -0.110
C -4.5830 -10.9971 2.6141 0.56 -0.40 0.31 0.057
C -3.2859 -11.0562 3.1119 0.28 -0.47 -0.11 0.016
C -6.8869 -11.8720 2.3919 -1.29 -0.18 -0.06 -0.130
C -8.0588 -12.0249 3.1415 1.02 -0.12 0.95 0.037
C -9.3337 -11.9565 2.6306 0.68 0.33 -0.61 0.042
N -9.4749 -11.7854 1.2959 1.16 0.39 0.31 -0.054
C -8.3870 -11.6037 0.5095 0.64 -0.53 0.90 0.006
C -7.0809 -11.6299 1.0335 -0.71 -0.31 -0.46 0.030
C -10.7955 -11.5724 0.7143 -0.66 -0.64 -0.24 0.045
H -1.3447 -12.6684 5.3002 0.19 -0.19 -0.31 0.084
H -1.0611 -11.0650 4.6763 0.12 -0.04 -0.37 0.106
H -0.9487 -12.5027 3.5009 0.36 0.13 0.40 0.104
H -3.4607 -13.4115 5.3869 -0.37 -0.08 -0.04 0.111
H -5.8668 -13.3854 4.6436 -0.26 -0.17 -0.35 0.123
H -4.8287 -10.2648 1.8593 0.12 0.16 -0.03 0.130
H -2.4685 -10.4883 2.6927 -0.22 0.50 0.04 0.148
H -7.9180 -12.1113 4.2088 -0.53 0.00 0.36 0.105
H -10.1884 -11.9238 3.2900 -0.44 -0.19 -0.07 0.139
H -8.5890 -11.4749 -0.5436 0.06 0.18 0.02 0.151
H -6.2592 -11.4916 0.3464 -0.01 0.10 -0.06 0.131
H -11.0140 -12.3361 -0.0321 0.28 -0.03 -0.12 0.117
H -10.7692 -10.5969 0.2288 -0.52 0.01 0.37 0.079
H -11.5280 -11.7575 1.5000 -0.24 0.73 -0.05 0.085
C -3.9718 -19.9346 9.4931 0.04 -0.59 -0.14 0.016
N -4.4521 -18.5856 9.5479 0.35 2.22 -1.59 -0.117
C -3.7694 -17.6687 8.7585 -1.02 0.84 2.10 0.045
C -4.1139 -16.3295 8.8818 -0.25 0.32 -0.64 0.059
C -5.2327 -15.8741 9.6138 -0.22 -1.46 0.33 -0.082
C -5.9843 -16.8976 10.2337 1.04 0.45 0.31 0.065
C -5.5704 -18.2277 10.1684 -0.65 0.89 0.14 0.009
C -5.6496 -14.4474 9.7307 0.44 0.12 -0.20 -0.168
C -6.0551 -13.9200 10.9282 -0.39 2.06 1.20 0.057
C -6.4547 -12.5453 10.9842 0.09 -2.54 1.37 0.046
N -6.5880 -11.8322 9.8899 -1.22 1.89 1.48 -0.042
C -6.2386 -12.3060 8.7527 2.18 -1.55 -3.00 -0.015
C -5.6316 -13.5753 8.6681 -0.84 -0.04 -1.05 0.055
C -7.2661 -10.4738 9.9293 -0.13 -0.62 -0.39 0.098
H -4.2072 -20.4783 10.4080 -0.09 0.05 -0.20 0.116
H -2.8911 -19.8265 9.4007 -0.14 -0.67 -0.20 0.109
H -4.4773 -20.3366 8.6151 0.52 -0.76 0.10 0.123
H -2.9162 -18.0246 8.2000 -0.04 -0.01 0.08 0.145
H -3.5412 -15.5561 8.3916 0.35 -0.18 -0.25 0.126
H -6.7588 -16.6314 10.9377 -0.52 -0.16 -0.41 0.134
H -6.2063 -19.0101 10.5558 0.31 -0.14 0.41 0.154
H -5.9456 -14.5302 11.8125 -0.32 0.35 0.34 0.126
H -6.7777 -12.0213 11.8717 0.19 -0.39 0.29 0.150
H -6.3305 -11.6336 7.9126 -0.20 -0.22 -0.28 0.126
H -5.2900 -13.9997 7.7356 -0.09 0.60 -0.38 0.122
H -6.6681 -9.7617 9.3604 0.22 -0.03 0.39 0.095
H -7.4645 -10.1895 10.9627 0.23 0.07 -0.25 0.103
H -8.1949 -10.6465 9.3857 -0.25 0.11 0.06 0.105
N -3.1389 -11.7566 7.2223 -3.62 2.13 -4.33 -0.283
S -2.5496 -11.5602 8.5492 5.65 -0.89 9.74 0.443
O -3.4704 -11.5704 9.7203 1.77 0.29 -2.59 -0.307
O -1.3135 -10.7523 8.5791 -3.03 -0.79 0.10 -0.273
F -1.8722 -13.0318 8.6922 -0.48 -0.39 -0.28 -0.237
S -3.6705 -10.1766 7.0006 -3.40 4.21 -1.73 0.580
O -2.8002 -9.3773 6.2038 0.76 -0.97 0.57 -0.229
O -4.4936 -9.4222 7.9921 2.50 -3.15 -1.35 -0.255
F -4.8008 -10.5122 5.9235 -0.15 -0.96 0.13 -0.192
N -15.3460 -7.5877 8.0760 -2.82 4.35 -2.82 -0.286
S -14.3933 -8.7025 7.9207 6.11 -6.77 2.50 0.445
O -12.9717 -8.3494 7.7368 -1.67 -0.07 -0.86 -0.347
O -14.8987 -9.9256 7.3149 0.88 1.91 0.76 -0.269
F -14.2309 -9.0425 9.5311 -0.91 -0.08 -0.61 -0.248
S -15.5017 -7.1360 6.4527 -3.55 0.67 -2.00 0.568
O -16.4908 -7.8941 5.6904 2.17 1.30 1.99 -0.240
O -14.2991 -6.6913 5.8069 0.21 -0.61 0.62 -0.287
F -16.2138 -5.7291 6.7078 -0.07 -0.32 0.69 -0.200
N -16.2733 -4.8301 1.4841 4.74 5.60 2.98 -0.234
S -16.6519 -6.2010 1.8239 -4.76 -10.69 -3.79 0.366
O -17.8727 -6.4026 2.5645 1.30 0.37 0.21 -0.270
O -15.6194 -7.2362 1.7771 -0.54 1.68 2.09 -0.273
F -17.1407 -6.4687 0.2992 -1.18 -0.06 -0.58 -0.247
S -15.2083 -4.7583 2.8117 2.59 4.56 1.89 0.605
O -13.8110 -5.2086 2.6995 -2.43 -0.29 -0.08 -0.317
O -15.8378 -4.6631 4.1331 0.73 -1.40 -2.09 -0.299
F -14.8920 -3.1841 2.6458 -0.13 0.65 -0.64 -0.248
N -9.1772 -8.7052 0.2394 -4.96 1.53 -2.25 -0.251
S -10.0846 -7.6532 -0.7314 -7.24 0.46 2.96 0.592
O -9.8368 -7.6585 -2.1213 0.92 0.17 -0.47 -0.238
O -10.4874 -6.4234 -0.0269 1.43 -2.38 -1.53 -0.285
F -11.4759 -8.5606 -0.6329 1.74 0.87 -0.01 -0.212
S -7.8910 -8.0693 -0.1839 7.94 1.68 2.54 0.410
O -7.6129 -6.6819 0.2755 -1.02 -2.36 -1.81 -0.303
O -7.2273 -8.5837 -1.3440 -0.38 0.64 -0.22 -0.264
F -7.1591 -8.8971 0.9694 1.59 -0.45 0.90 -0.237
N -8.6415 -6.5346 8.5529 -3.47 -3.22 1.21 -0.269
S -9.2562 -6.8849 10.0260 -5.12 -3.00 0.29 0.556
O -10.2907 -5.9654 10.4423 1.69 -0.52 0.03 -0.270
O -8.3951 -7.6034 10.9327 -0.20 1.17 -0.59 -0.272
F -10.2084 -8.0857 9.4761 0.86 0.41 0.03 -0.207
S -7.5460 -5.6733 9.0330 8.65 5.91 1.00 0.373
O -6.1921 -6.1990 9.1535 -1.93 -0.54 0.05 -0.281
O -7.8601 -4.6438 10.0113 -0.39 -1.34 -0.57 -0.278
F -7.3927 -4.8571 7.7072 -0.06 0.94 -1.51 -0.189
N -4.1220 -5.3924 3.0342 -1.00 -5.27 -3.18 -0.266
S -4.0921 -7.0734 2.8527 -1.43 -1.94 -4.41 0.619
O -4.5850 -7.9343 3.9096 0.71 1.12 -0.37 -0.312
O -3.0152 -7.6361 2.0296 -1.32 1.42 1.58 -0.298
F -5.3736 -7.1350 1.7986 1.38 0.37 1.02 -0.239
S -3.6686 -5.3742 4.4755 2.57 3.59 7.00 0.431
O -2.2572 -5.6699 4.7242 -2.18 -1.24 -0.21 -0.281
O -4.6864 -5.6107 5.5214 2.00 0.24 -2.28 -0.292
F -3.5229 -3.8058 4.3809 -0.59 1.51 0.84 -0.205
N -15.4068 -11.8966 2.9752 -0.60 -1.28 -5.13 -0.237
S -14.9068 -11.5331 1.4269 -1.22 -1.08 -4.82 0.534
O -14.1150 -12.5333 0.6786 -0.71 0.99 2.33 -0.336
O -14.6380 -10.1660 1.1002 1.09 -0.23 1.24 -0.268
F -16.2780 -11.6447 0.6676 -0.98 -0.96 0.50 -0.182
S -14.3294 -11.1047 3.6412 1.61 6.03 9.75 0.409
O -14.5628 -9.6793 3.9180 -0.13 -2.54 -1.22 -0.279
O -12.9464 -11.4026 3.5293 2.11 -1.17 -2.13 -0.313
F -14.5461 -11.7421 5.1260 -0.47 -0.08 -0.77 -0.216
N -9.6468 -11.7285 6.8243 -0.78 -0.46 -0.93 -0.655
O -8.4415 -11.5374 6.6425 3.35 0.72 -0.53 -0.102
O -10.0032 -12.1194 7.9122 -0.96 -0.50 1.94 -0.007
O -10.4144 -11.5736 5.8773 -0.67 0.17 -0.52 -0.003

---

18
Properties=species:S:1:pos:R:3:forces:R:3:lowdin_spin:R:1 method="wB97M-V/def2-TZVPD" s2=0.76 orbital_gap_ha="0.4081 / 0.0922" e_lumo_ev="-3.70 / -11.66" spin_multiplicity=2 e_above_lowest_kj_mol=171.7 max_force_ev_per_a=2.4 charge=+1
O -2.4553 -1.6768 -1.1701 0.24 0.23 0.02 0.007
H -1.8549 -2.3851 -0.9373 -0.02 -0.31 0.26 -0.001
H -2.3196 -1.5459 -2.1085 -0.08 -0.08 -0.49 0.000
O 3.3810 1.1615 2.0550 0.02 -0.32 -0.26 0.032
H 2.7902 1.7936 1.6455 -0.09 0.33 -0.18 0.000
H 2.8933 0.8311 2.8094 -0.02 -0.07 0.42 0.000
O 0.3421 -0.4438 0.6096 0.14 -1.25 -0.13 0.093
H -0.4567 -0.0646 0.2429 -0.46 0.00 -0.03 0.000
H 0.9070 0.3090 0.7840 0.46 0.79 0.19 0.002
O -3.6646 0.6310 -0.5514 -0.44 0.74 0.40 0.269
H -3.2234 -0.2061 -0.6959 0.27 -1.14 0.03 0.003
H -3.1495 1.2634 -1.0523 0.03 0.55 -0.28 0.003
O 0.8750 2.1533 0.2168 0.01 -0.20 0.12 0.003
H 0.8355 3.1020 0.3379 0.02 0.38 0.17 0.000
H 0.4818 2.0046 -0.6432 0.06 0.11 -0.40 0.000
O 1.6665 -2.2094 -0.8697 0.56 -0.38 -1.51 0.575
H 1.3373 -1.6308 -0.1820 -0.75 1.80 1.46 0.006
H 1.6143 -3.0868 -0.4906 0.05 -1.18 0.21 0.008

---

14
Properties=species:S:1:pos:R:3:forces:R:3:lowdin_charge:R:1 method="wB97M-V/def2-TZVPD" orbital_gap_ha=0.2824 e_lumo_ev=0.10 spin_multiplicity=1 e_above_lowest_kj_mol=283.4 max_force_ev_per_a=7.1
C -1.8172 2.1348 1.0270 1.52 0.04 -0.96 -0.102
C -0.0139 0.0353 -0.3432 1.66 1.86 -1.51 -0.087
C 0.3697 1.3462 -0.2872 -6.03 -2.14 3.10 -0.017
C -2.0140 -0.3941 1.3866 0.20 -0.97 0.16 -0.697
C -1.3852 -0.5716 -0.0236 0.33 -0.95 0.76 -0.171
C -2.9587 1.8221 1.7946 3.16 -1.00 -2.53 -0.800
N -0.6699 2.0733 0.5736 -1.52 0.37 0.86 0.114
N -2.7454 0.4225 1.9936 -0.99 1.20 0.76 -0.053
Cl -1.8041 -1.8847 2.3580 0.10 -0.25 -0.32 0.595
I -4.6785 2.8499 2.4168 1.05 -0.51 -0.33 0.808
H 0.7420 -0.4908 -0.9358 -0.54 -0.71 0.39 0.101
H 1.2776 1.8128 -0.4889 1.05 0.81 -0.35 0.078
H -2.1134 -0.1457 -0.6980 -0.20 0.36 -0.42 0.114
H -1.3918 -1.7051 -0.2320 0.22 1.90 0.41 0.118

---

85
Properties=species:S:1:pos:R:3:forces:R:3:lowdin_charge:R:1 method="wB97M-V/def2-TZVPD" orbital_gap_ha="0.2415 / 0.2415" e_lumo_ev="-0.49 / -0.49" spin_multiplicity=1 e_above_lowest_kj_mol=27.3 max_force_ev_per_a=0.6
Ir -1.0798 -2.7058 -0.4864 -0.39 -0.29 0.10 0.743
S -3.1552 -3.5955 -0.3703 0.05 0.05 0.06 0.619
C -2.8981 -5.2696 -0.7148 0.03 0.00 -0.09 -0.724
C -4.0275 -6.1381 -0.5782 0.03 -0.04 0.05 -0.276
N -4.9459 -6.8181 -0.4491 -0.02 0.02 -0.03 0.163
C -1.6902 -5.7258 -1.1414 -0.03 0.01 -0.02 -0.728
S -0.3350 -4.6623 -1.3133 0.01 0.06 -0.03 0.603
C -1.4856 -7.0983 -1.4906 -0.05 -0.02 0.08 -0.278
N -1.3101 -8.2014 -1.7641 0.03 0.01 -0.05 0.162
N 0.7486 -1.8148 -1.1173 0.24 0.06 0.51 -0.432
S 0.9438 -0.4741 -1.6571 -0.18 -0.02 -0.31 0.755
N 0.8431 0.9429 -0.8042 0.16 -0.07 0.00 -0.365
S 0.9686 0.9439 0.7351 -0.09 0.22 -0.02 0.878
N -0.2643 0.6841 1.6131 0.13 -0.37 0.07 -0.349
S -1.7046 0.1664 0.9799 -0.13 0.12 -0.09 0.778
N -1.8156 -0.7467 -0.1578 0.10 0.03 0.09 -0.432
C -2.4640 1.7204 0.5384 -0.01 0.03 0.06 -0.292
C -2.8406 1.8885 -0.7813 -0.05 0.00 0.00 -0.064
C -3.3862 3.1055 -1.1693 0.01 -0.03 -0.01 -0.065
C -3.5553 4.1205 -0.2402 0.00 0.02 0.03 -0.074
C -3.1809 3.9298 1.0859 -0.01 0.01 -0.03 -0.068
C -2.6297 2.7236 1.4837 0.05 0.01 -0.05 -0.057
C -2.4842 -0.2945 2.5098 -0.01 -0.04 -0.02 -0.327
C -2.0554 0.1346 3.7578 0.01 0.02 -0.01 -0.100
C -2.7520 -0.2824 4.8801 0.00 0.01 0.01 -0.082
C -3.8413 -1.1309 4.7502 -0.01 -0.01 -0.01 -0.064
C -4.2455 -1.5697 3.4970 0.00 0.00 0.01 -0.048
C -3.5701 -1.1468 2.3644 0.00 0.01 -0.01 -0.070
C 2.2969 -0.0656 1.3104 0.00 0.03 0.01 -0.310
C 2.0651 -0.9869 2.3115 -0.01 0.01 0.00 -0.071
C 3.1152 -1.7990 2.7168 0.01 0.01 0.00 -0.043
C 4.3626 -1.6586 2.1304 0.00 -0.01 0.01 -0.047
C 4.5835 -0.7007 1.1432 0.00 0.00 0.00 -0.059
C 3.5468 0.1101 0.7228 0.00 0.00 -0.01 -0.067
C 1.5081 2.5895 1.1123 -0.03 0.03 -0.01 -0.295
C 1.8020 3.4867 0.1015 0.00 -0.01 0.02 -0.052
C 2.2142 4.7662 0.4497 0.00 0.00 0.00 -0.059
C 2.3309 5.1196 1.7850 0.00 0.00 0.00 -0.063
C 2.0364 4.2013 2.7869 0.00 0.00 0.01 -0.056
C 1.6192 2.9245 2.4557 -0.01 0.01 -0.01 -0.051
C -0.1337 -0.0030 -3.0071 -0.03 -0.01 0.04 -0.309
C -0.5139 1.3022 -3.2864 0.00 -0.01 0.00 -0.090
C -1.3686 1.5362 -4.3530 0.00 -0.01 0.00 -0.073
C -1.8405 0.4756 -5.1160 0.00 0.01 0.00 -0.065
C -1.4602 -0.8255 -4.8196 0.00 0.00 0.00 -0.052
C -0.5988 -1.0713 -3.7611 0.02 -0.01 -0.01 -0.064
C 2.5775 -0.3393 -2.3555 0.01 0.00 -0.03 -0.315
C 3.0254 0.8554 -2.9014 0.02 0.00 -0.01 -0.074
C 4.3157 0.9195 -3.4006 -0.01 0.01 0.00 -0.068
C 5.1367 -0.2020 -3.3497 0.00 -0.01 0.01 -0.070
C 4.6687 -1.3906 -2.8094 0.00 0.00 0.00 -0.060
C 3.3761 -1.4676 -2.3080 -0.01 0.01 -0.01 -0.058
H -2.7082 1.0660 -1.4718 0.00 0.01 -0.01 0.098
H -3.6885 3.2519 -2.1983 0.00 0.00 0.00 0.106
H -3.9889 5.0642 -0.5447 0.00 0.00 0.00 0.106
H -3.3239 4.7208 1.8100 0.00 0.00 0.00 0.108
H -2.3356 2.5639 2.5127 0.00 0.00 0.00 0.108
H -1.1790 0.7593 3.8510 0.01 -0.01 0.00 0.099
H -2.4204 0.0295 5.8611 0.00 0.00 0.00 0.110
H -4.3641 -1.4724 5.6337 0.00 0.00 0.00 0.110
H -5.0767 -2.2545 3.3979 0.00 0.00 0.00 0.115
H -3.8600 -1.4949 1.3821 0.00 0.01 0.00 0.070
H 1.0917 -1.0781 2.7718 0.00 -0.01 0.00 0.037
H 2.9293 -2.5370 3.4860 0.00 0.00 0.00 0.092
H 5.1778 -2.2970 2.4453 0.00 0.00 0.00 0.111
H 5.5632 -0.5918 0.6972 0.00 0.00 0.00 0.111
H 3.7018 0.8533 -0.0502 0.00 0.00 0.00 0.116
H 1.7038 3.1845 -0.9311 0.00 0.00 -0.01 0.095
H 2.4437 5.4845 -0.3257 0.00 0.00 0.00 0.111
H 2.6549 6.1171 2.0507 0.00 0.00 0.00 0.110
H 2.1326 4.4813 3.8271 0.00 0.00 0.00 0.112
H 1.3838 2.1972 3.2225 0.00 0.00 0.00 0.120
H -0.1747 2.1158 -2.6610 0.00 0.00 0.00 0.097
H -1.6764 2.5487 -4.5806 0.00 0.00 0.00 0.107
H -2.5144 0.6643 -5.9414 0.00 0.00 0.00 0.108
H -1.8389 -1.6524 -5.4047 0.00 0.00 0.00 0.114
H -0.3038 -2.0826 -3.5061 0.00 0.01 -0.01 0.093
H 2.3762 1.7207 -2.9382 0.00 0.00 0.00 0.102
H 4.6816 1.8418 -3.8320 0.00 0.00 0.00 0.108
H 6.1444 -0.1471 -3.7404 0.00 0.00 0.00 0.107
H 5.3077 -2.2630 -2.7770 0.00 0.00 0.00 0.112
H 2.9776 -2.3735 -1.8695 0.00 0.00 0.00 0.111
Se -0.1316 -3.0653 4.3164 0.00 0.01 -0.01 0.548
C -0.4622 -2.9476 2.5631 -0.15 -0.23 -0.05 -0.864
N -0.6749 -2.8695 1.4254 0.30 0.39 -0.22 -0.127